*i*
C4H11NO3 | ωB97M-V/def2-TZVPD

Results
E_HOMO (eV): -9.1621
Frontier orbital gap (eV): 9.8
LUMO energy (eV): 0.7
Structure (SMILES): CC(O)(O)[C@H](O)CN

Geometry as XYZ:
```
19
Properties=species:S:1:pos:R:3:lowdin_charge:R:1
C -1.70 1.38 0.57 0.01
C -0.88 0.09 0.54 -0.61
O -1.54 -0.94 -0.15 0.02
O -0.66 -0.28 1.88 0.03
C 0.45 0.31 -0.23 -0.31
O 0.16 0.61 -1.57 -0.02
C 1.39 -0.91 -0.14 -0.23
N 2.58 -0.78 -0.95 0.00
H -1.20 2.11 1.18 0.09
H -2.68 1.18 0.99 0.09
H -1.81 1.76 -0.45 0.09
H -2.42 -1.06 0.23 0.11
H -0.21 -1.14 1.90 0.10
H 0.95 1.20 0.17 0.16
H -0.42 -0.09 -1.89 0.10
H 1.70 -1.06 0.90 0.12
H 0.84 -1.80 -0.49 0.12
H 3.15 -0.01 -0.61 0.07
H 2.31 -0.55 -1.90 0.07
```

=====

*ii*
C4H11NO3 | ωB97M-V/def2-TZVPD

Results
E_HOMO (eV): -9.6409
Frontier orbital gap (eV): 10.1
LUMO energy (eV): 0.5
Structure (SMILES): C[C@H](O)[C@@H](N)C=O.O

Geometry as XYZ:
```
19
Properties=species:S:1:pos:R:3:lowdin_charge:R:1
C 0.68 0.32 -2.28 -0.05
C 0.79 -0.16 -0.83 -0.35
O 1.25 -1.55 -0.97 -0.07
C -0.57 -0.23 -0.12 -0.33
N -1.52 -0.93 -0.97 0.06
C -0.43 -0.81 1.29 -0.21
O -0.10 -0.07 2.18 0.06
H 1.39 -0.16 -2.94 0.08
H 0.82 1.40 -2.37 0.08
H -0.29 0.12 -2.74 0.07
H 1.62 0.39 -0.41 0.14
H 1.48 -1.94 -0.11 0.10
H -0.82 0.83 0.03 0.15
H -1.15 -1.85 -1.18 0.08
H -2.44 -0.99 -0.57 0.08
H -0.74 -1.86 1.37 0.13
O -0.14 2.63 3.87 -0.07
H -0.62 2.27 3.12 0.01
H 0.81 2.59 3.65 0.04
```

=====

*iii*
C4H11NO3 | ωB97M-V/def2-TZVPD

Results
E_HOMO (eV): -9.1971
Frontier orbital gap (eV): 9.6
LUMO energy (eV): 0.4
Structure (SMILES): CC[C@@H](N)C(=O)O.O

Geometry as XYZ:
```
19
Properties=species:S:1:pos:R:3:lowdin_charge:R:1
C 1.72 1.40 0.27 -0.10
C 0.28 0.89 0.04 -0.19
C 0.17 -0.62 -0.27 -0.31
N 1.39 -1.38 -0.46 0.04
C -0.64 -1.41 0.82 -0.50
O -0.35 -1.40 1.98 0.13
O -1.55 -2.15 0.20 0.12
H 1.79 1.93 1.23 0.07
H 2.04 2.06 -0.54 0.07
H 2.48 0.66 0.45 0.05
H -0.07 1.53 -0.76 0.08
H -0.34 1.03 0.94 0.11
H -0.43 -0.80 -1.17 0.13
H 2.09 -1.08 -1.12 0.08
H 1.81 -1.60 0.44 0.08
H -2.27 -2.55 0.68 0.12
O -2.40 1.44 -0.96 -0.06
H -2.43 0.69 -0.37 0.02
H -3.27 1.36 -1.41 0.06
```

=====

Here is how they stack up, most stable first: *i*, *iii*, *ii*.

=====

*i*
C13H19N3O4 | ωB97M-V/def2-TZVPD

Results
E_HOMO (eV): -8.8700
Frontier orbital gap (eV): 7.8
LUMO energy (eV): -1.0
Structure (SMILES): CCCCCCCC(=O)N/N=C/c1ccc([N+](=O)[O-])o1

Geometry as XYZ:
```
39
Properties=species:S:1:pos:R:3:lowdin_charge:R:1
C -0.56 -3.27 1.76 -0.11
C -0.33 -3.44 0.26 -0.26
C -1.59 -3.20 -0.57 -0.22
C -2.17 -1.79 -0.48 -0.22
C -1.22 -0.72 -1.04 -0.21
C -1.85 0.67 -1.10 -0.19
C -2.23 1.20 0.29 -0.12
C -2.39 2.69 0.28 -0.46
O -3.43 3.30 0.29 0.09
N -1.19 3.39 0.23 0.05
N -0.04 2.76 0.20 0.06
C 1.09 3.36 0.13 -0.05
C 2.28 2.57 0.06 -0.24
C 3.61 2.94 0.01 0.01
C 4.36 1.76 -0.06 0.05
C 3.43 0.74 -0.04 -0.20
N 3.60 -0.66 -0.10 -0.35
O 2.60 -1.35 -0.10 0.10
O 4.74 -1.07 -0.15 0.09
O 2.18 1.23 0.03 0.14
H -0.79 -2.24 2.01 0.06
H 0.34 -3.56 2.31 0.07
H -1.38 -3.90 2.09 0.07
H 0.47 -2.76 -0.06 0.08
H 0.02 -4.46 0.07 0.11
H -2.36 -3.91 -0.25 0.11
H -1.36 -3.42 -1.62 0.11
H -3.10 -1.76 -1.05 0.12
H -2.41 -1.56 0.56 0.10
H -0.92 -1.01 -2.05 0.12
H -0.32 -0.67 -0.43 0.10
H -1.13 1.35 -1.56 0.10
H -2.74 0.65 -1.73 0.12
H -3.16 0.75 0.62 0.12
H -1.43 0.94 0.99 0.12
H -1.24 4.41 0.21 0.17
H 1.20 4.45 0.10 0.13
H 3.99 3.95 0.02 0.11
H 5.42 1.64 -0.11 0.12
```

=====

*ii*
C13H19N3O4 | ωB97M-V/def2-TZVPD

Results
E_HOMO (eV): -8.7378
Frontier orbital gap (eV): 9.4
LUMO energy (eV): 0.7
Structure (SMILES): CC(=O)O[C@H]1CN(C)C(=O)N1c1cc(C(C)(C)C)no1

Geometry as XYZ:
```
39
Properties=species:S:1:pos:R:3:lowdin_charge:R:1
C 2.71 -4.41 -1.06 0.01
C 2.26 -3.53 0.08 -0.49
O 1.59 -3.98 0.98 0.11
O 2.44 -2.19 -0.17 0.08
C 1.89 -1.37 0.83 -0.31
C 2.90 -0.99 1.86 -0.07
N 2.77 0.43 2.03 -0.07
C 3.90 1.35 2.35 -0.02
C 1.87 0.90 1.06 -0.39
O 1.83 1.99 0.46 0.07
N 1.41 -0.17 0.29 0.11
C 0.07 -0.13 -0.19 -0.15
C -0.69 0.96 -0.54 0.02
C -1.95 0.56 -0.71 -0.26
C -3.19 1.48 -1.01 -0.47
C -3.58 2.14 0.30 -0.03
C -4.41 0.68 -1.53 -0.07
C -2.95 2.58 -2.07 -0.05
N -2.00 -0.75 -0.75 0.14
O -0.76 -1.24 -0.27 0.03
H 3.80 -4.60 -0.99 0.08
H 2.10 -5.39 -1.07 0.12
H 2.48 -3.83 -2.04 0.12
H 1.10 -1.75 1.43 0.16
H 2.68 -1.38 2.83 0.13
H 3.85 -1.27 1.50 0.14
H 4.33 1.12 3.34 0.09
H 3.56 2.40 2.35 0.09
H 4.66 1.35 1.51 0.11
H -0.46 1.97 -0.54 0.10
H -3.17 3.10 0.41 0.07
H -3.36 1.57 1.09 0.04
H -4.73 2.15 0.31 0.12
H -4.78 -0.05 -0.78 0.09
H -4.35 0.01 -2.37 0.07
H -5.11 1.43 -1.88 0.08
H -3.55 3.41 -1.77 0.07
H -3.15 2.37 -3.13 0.09
H -1.99 3.08 -2.14 0.08
```

=====

Here is how they stack up, most stable first: *ii*, *i*.